[1]
Computed, not measured: a molecular structure, C34H38N2O4P2Ti, with ωB97M-V/def2-TZVPD.

```
81
C34H38N2O4P2Ti ωB97M-V/def2-TZVPD
Ti 0.15 2.00 0.81
N 2.40 1.70 0.89
C 2.98 1.86 2.25
C 1.79 1.63 3.21
O 2.03 1.69 4.40
N 0.53 1.44 2.66
C -0.70 1.57 3.40
C -1.63 2.61 2.75
O -2.77 2.86 3.11
O -1.06 3.20 1.58
H 2.94 2.24 0.21
H 2.49 0.74 0.51
H 3.77 1.15 2.53
H 3.34 2.87 2.40
H -1.19 0.58 3.43
H -0.49 1.90 4.43
C 0.05 -0.74 -2.80
C -0.96 0.37 -2.48
P -1.56 0.35 -0.67
C -3.06 1.36 -0.69
C -3.27 2.45 -1.50
C -4.38 3.29 -1.29
C -5.23 3.08 -0.22
C -5.11 1.93 0.55
C -4.01 1.09 0.35
C -2.35 -1.29 -0.53
C -2.23 -1.92 0.73
C -2.89 -3.08 1.07
C -3.76 -3.64 0.13
C -3.89 -3.11 -1.15
C -3.22 -1.92 -1.49
C 1.33 -0.68 -1.91
P 0.99 -1.64 -0.36
C 2.54 -1.53 0.58
C 2.28 -1.77 1.95
C 3.32 -1.88 2.88
C 4.62 -1.73 2.42
C 4.90 -1.37 1.11
C 3.87 -1.27 0.17
C 1.30 -3.30 -0.95
C 0.47 -4.26 -0.37
C 0.60 -5.60 -0.70
C 1.54 -5.95 -1.66
C 2.39 -5.02 -2.25
C 2.27 -3.69 -1.90
H 0.37 -0.58 -3.84
H -0.43 -1.73 -2.74
H -1.84 0.28 -3.12
H -0.49 1.38 -2.62
H -2.56 2.69 -2.28
H -4.52 4.11 -1.99
H -5.99 3.80 0.03
H -5.81 1.64 1.35
H -3.91 0.21 1.04
H -1.59 -1.45 1.45
H -2.75 -3.56 2.06
H -4.35 -4.53 0.43
H -4.58 -3.51 -1.90
H -3.37 -1.45 -2.44
H 1.55 0.38 -1.71
H 2.21 -1.08 -2.46
H 1.26 -1.84 2.28
H 3.10 -2.11 3.92
H 5.46 -1.93 3.11
H 5.93 -1.16 0.80
H 4.09 -1.07 -0.88
H -0.28 -3.99 0.38
H -0.04 -6.34 -0.22
H 1.58 -7.01 -1.96
H 3.22 -5.35 -2.90
H 2.95 -2.96 -2.31
C 1.34 4.67 -2.30
C 0.83 4.36 -0.99
C 0.65 5.36 0.03
O 0.57 3.11 -0.69
H 1.78 5.68 -2.32
H 0.49 4.62 -3.05
H 2.08 3.90 -2.61
H -0.17 5.12 0.72
H 0.47 6.31 -0.49
H 1.59 5.46 0.61
```

Its expectation value of S² is 2.01. Its HOMO energy (alpha / beta) is -5.247 / -8.544 eV. Its spin multiplicity is 3.

Mulliken population analysis, charges in e, atoms 1 to 6: atom 1 (Ti): 0.347, atom 2 (N): -0.235, atom 3 (C): -0.403, atom 4 (C): 0.397, atom 5 (O): -0.713, atom 6 (N): 0.481

=====

[2]
Computed, not measured: 2 unconnected molecules or ions with the total composition C6H12O, with ωB97M-V/def2-TZVPD.

```
19
C6H12O ωB97M-V/def2-TZVPD
C -1.03 0.81 -2.64
C -1.45 1.09 -0.20
O -1.48 0.75 1.12
C -1.02 0.34 -1.21
C 0.75 -2.02 0.99
C 1.01 -0.98 1.78
C 1.84 0.21 1.39
H -0.01 0.89 -3.05
H -1.50 1.80 -2.72
H -1.58 0.12 -3.28
H -1.84 2.10 -0.35
H -1.08 -0.13 1.21
H -0.64 -0.66 -1.01
H 1.17 -2.08 -0.02
H 0.13 -2.85 1.31
H 0.58 -0.96 2.79
H 1.19 1.07 1.18
H 2.44 0.00 0.50
H 2.52 0.50 2.20
```

The energy above the lowest of the compared OMol25 structures with the same formula, charge and spin comes out at 159.2 kJ/mol. Its HOMO energy is -8.544 eV. Its structure (SMILES) is C/C=C/O.C=CC.

Mulliken population analysis, charges in e, atoms 1 to 6: atom 1 (C): -1.124, atom 2 (C): -0.271, atom 3 (O): -0.511, atom 4 (C): 0.202, atom 5 (C): -0.689, atom 6 (C): -0.165

=====

[3]
Computed, not measured: a single C4H4P4 molecule, with ωB97M-V/def2-TZVPD.

```
12
C4H4P4 ωB97M-V/def2-TZVPD
C -0.93 1.08 0.08
C 0.29 1.43 0.50
C -0.04 -1.55 0.95
C 0.66 -0.40 -1.40
P -1.60 -0.82 0.58
P -1.18 0.03 -1.41
P 1.73 0.70 -0.27
P 1.31 -1.53 -0.09
H -1.84 1.61 0.33
H 0.58 2.06 1.32
H -0.08 -2.37 1.83
H 1.11 -0.26 -2.40
```

The energy above the lowest of the compared OMol25 structures with the same formula, charge and spin comes out at 6.7 kJ/mol. Its HOMO energy is -8.160 eV. Its structure (SMILES) is C1=P2=P3=CP4#P([C@@H]23)[C@H]14.

Mulliken population analysis, charges in e, atoms 1 to 6: atom 1 (C): -0.523, atom 2 (C): -0.188, atom 3 (C): -0.189, atom 4 (C): -0.405, atom 5 (P): 0.006, atom 6 (P): -0.063

=====

[4]
Computed, not measured: 6 unconnected molecules or ions with the total composition C6H23ClO9, with ωB97M-V/def2-TZVPD.

```
39
C6H23ClO9 ωB97M-V/def2-TZVPD
O 14.18 16.73 -3.24
H 14.44 16.07 -3.95
H 13.27 16.98 -3.53
H 14.80 17.51 -3.32
Cl 12.79 17.68 -6.24
O 12.03 16.46 -6.17
O 13.17 18.05 -4.88
O 14.01 17.46 -7.00
O 12.02 18.71 -6.88
C 15.91 13.01 -5.76
C 14.57 13.49 -5.23
C 14.34 13.00 -3.81
O 14.57 14.91 -5.18
H 16.18 13.54 -6.67
H 15.89 11.94 -5.97
H 16.71 13.27 -5.06
H 13.76 13.07 -5.82
H 14.96 13.52 -3.08
H 14.60 11.94 -3.71
H 13.30 13.15 -3.50
H 14.22 15.34 -5.98
C 17.42 16.44 -4.19
O 16.84 15.87 -3.00
H 17.41 15.64 -4.94
H 16.91 17.35 -4.48
H 18.48 16.65 -4.01
H 17.34 15.07 -2.80
C 14.79 20.17 -3.04
O 15.56 18.96 -3.07
H 14.87 20.62 -2.05
H 15.11 20.84 -3.83
H 13.75 19.88 -3.19
H 16.46 19.16 -2.79
C 10.05 16.73 -3.23
O 11.20 15.95 -3.53
H 10.04 16.98 -2.17
H 10.06 17.67 -3.78
H 9.14 16.23 -3.56
H 10.90 15.14 -3.96
```

The energy above the lowest of the compared OMol25 structures with the same formula, charge and spin comes out at 0.0 kJ/mol. Its HOMO energy is -9.597 eV.

Mulliken population analysis, charges in e, atoms 1 to 6: atom 1 (O): -0.313, atom 2 (H): 0.414, atom 3 (H): 0.482, atom 4 (H): 0.635, atom 5 (Cl): 1.638, atom 6 (O): -0.573

=====

[5]
Computed, not measured: a single C9H12N2 molecule, with ωB97M-V/def2-TZVPD.

```
23
C9H12N2 ωB97M-V/def2-TZVPD
C 3.02 -1.28 0.91
C 2.75 0.14 0.86
C 1.99 -2.16 0.67
C 1.45 0.44 0.56
C 0.69 -1.86 0.30
C 0.45 -0.41 0.14
C -0.60 0.48 -0.47
C -1.59 -0.50 -1.15
C -1.73 2.48 -0.69
N 0.01 -3.08 0.08
N -0.61 1.73 -0.22
H 4.03 -1.57 1.15
H 3.51 0.83 1.02
H 2.27 -3.27 0.62
H 1.29 1.48 0.41
H 0.10 -3.79 0.68
H -1.05 -1.12 -1.93
H -2.37 -0.08 -1.67
H -2.07 -1.03 -0.32
H -2.43 2.72 0.09
H -1.55 3.55 -1.07
H -2.27 1.83 -1.41
H -0.82 -2.94 -0.46
```

The energy above the lowest of the compared OMol25 structures with the same formula, charge and spin comes out at 336.7 kJ/mol. Its HOMO energy is -7.982 eV. Its structure (SMILES) is C/N=C(\C)c1ccccc1N.

Mulliken population analysis, charges in e, atoms 1 to 6: atom 1 (C): -0.545, atom 2 (C): -0.838, atom 3 (C): -0.469, atom 4 (C): -0.599, atom 5 (C): 0.557, atom 6 (C): 0.392

=====

[6]
Computed, not measured: 2 unconnected molecules or ions with the total composition C3H12N2O2, with ωB97M-V/def2-TZVPD.

```
19
C3H12N2O2 ωB97M-V/def2-TZVPD
C 0.87 0.61 0.10
N 0.12 -0.40 -0.60
C -1.26 -0.56 -0.23
O -1.40 -1.02 1.15
C 0.90 2.01 -0.52
N -0.12 2.88 0.04
H 1.94 0.32 0.21
H 0.74 0.78 1.17
H 0.18 -0.23 -1.60
H -1.89 0.33 -0.19
H -1.68 -1.38 -0.84
H -0.50 -1.30 1.37
H 1.88 2.49 -0.42
H 0.93 2.00 -1.63
H -1.02 2.85 -0.42
H 0.16 3.85 -0.02
H 0.92 -2.27 -0.27
H 0.50 -3.69 -0.49
O 0.82 -3.10 0.19
```

The energy above the lowest of the compared OMol25 structures with the same formula, charge and spin comes out at 171.6 kJ/mol. Its HOMO energy is -9.298 eV. Its structure (SMILES) is NCCNCO.O.

Mulliken population analysis, charges in e, atoms 1 to 6: atom 1 (C): -0.738, atom 2 (N): -0.298, atom 3 (C): -0.259, atom 4 (O): -0.506, atom 5 (C): -0.549, atom 6 (N): -0.586

=====

[7]
Computed, not measured: 16 unconnected molecules or ions with the total composition C19H66F3O17, with ωB97M-V/def2-TZVPD.

```
105
C19H66F3O17 ωB97M-V/def2-TZVPD
C -0.99 1.42 -1.00
O -1.16 0.00 -0.88
O -2.02 1.81 -1.88
C -0.85 2.15 0.38
F 0.44 2.16 0.85
F -1.21 3.43 0.35
F -1.58 1.58 1.31
C -0.19 -0.78 -0.16
C -0.60 -2.28 -0.32
H -1.58 -2.51 0.08
H -0.66 -2.60 -1.36
H 0.19 -2.86 0.16
H -0.21 -0.55 0.90
H 0.83 -0.63 -0.53
H 0.00 1.49 -1.46
C 4.76 -2.69 -0.63
O 3.75 -1.67 -0.58
H 5.64 -2.45 -0.02
H 4.38 -3.68 -0.42
H 5.13 -2.83 -1.65
H 3.20 -1.71 0.21
C -1.01 3.97 3.55
O -2.03 3.68 4.45
H -0.46 3.15 3.08
H -1.41 4.55 2.71
H -0.25 4.59 4.03
H -2.63 3.07 4.02
C -0.65 1.70 -5.17
O -1.94 1.32 -5.64
H -0.50 2.70 -5.58
H -0.58 1.74 -4.08
H 0.17 1.06 -5.49
H -1.80 1.46 -6.58
C 1.60 5.63 -0.42
O 2.99 5.58 -0.50
H 1.28 6.19 0.45
H 1.12 6.17 -1.24
H 1.18 4.63 -0.41
H 3.14 5.04 -1.28
C 1.77 -1.05 -3.47
O 3.11 -0.69 -3.14
H 1.68 -0.80 -4.53
H 1.67 -2.12 -3.30
H 1.06 -0.44 -2.91
H 3.30 -1.06 -2.28
C -3.66 0.63 3.48
O -3.92 2.00 3.62
H -4.16 0.15 2.64
H -2.58 0.50 3.33
H -3.81 0.03 4.37
H -4.84 2.25 3.68
C 2.43 3.01 -2.68
O 3.08 4.20 -2.89
H 1.35 3.09 -2.87
H 2.69 2.26 -3.43
H 2.68 2.68 -1.67
H 3.14 4.34 -3.84
C 2.62 -0.23 2.23
O 2.32 -1.57 1.72
H 2.57 -0.14 3.32
H 3.58 0.12 1.86
H 1.82 0.40 1.84
H 1.82 -2.05 2.39
C -4.48 -1.72 -1.19
O -4.00 -0.56 -1.80
H -5.12 -2.35 -1.81
H -3.69 -2.42 -0.92
H -5.02 -1.55 -0.26
H -3.19 -0.36 -1.32
C 2.50 4.65 2.96
O 2.94 3.81 4.02
H 3.44 4.96 2.49
H 1.85 4.13 2.27
H 1.93 5.49 3.36
H 3.19 4.33 4.79
C 2.07 -5.75 1.40
O 1.10 -6.52 0.74
H 2.16 -6.01 2.46
H 3.04 -5.78 0.91
H 1.79 -4.70 1.26
H 1.12 -6.37 -0.20
C -3.79 -4.83 1.14
O -4.70 -4.87 0.09
H -2.88 -5.42 0.99
H -3.66 -3.77 1.39
H -4.28 -5.22 2.03
H -4.18 -5.29 -0.60
C -3.65 4.77 -1.02
O -4.34 4.53 -2.18
H -3.76 3.97 -0.28
H -2.61 4.88 -1.32
H -3.79 5.68 -0.44
H -4.21 5.33 -2.70
C 1.38 -4.94 -2.35
O 2.18 -5.99 -1.89
H 1.71 -4.56 -3.32
H 0.35 -5.26 -2.52
H 1.22 -4.12 -1.66
H 2.45 -6.51 -2.64
C -0.27 -3.54 3.36
O 0.91 -2.81 3.59
H -1.17 -2.95 3.48
H -0.34 -3.94 2.35
H -0.41 -4.38 4.05
H 1.00 -2.57 4.52
```

The energy above the lowest of the compared OMol25 structures with the same formula, charge and spin comes out at 263.9 kJ/mol. Its HOMO energy is -3.906 eV. As for the total charge: -1.

Mulliken population analysis, charges in e, atoms 1 to 6: atom 1 (C): 0.352, atom 2 (O): 0.110, atom 3 (O): -0.950, atom 4 (C): 0.315, atom 5 (F): -0.246, atom 6 (F): -0.161

=====

[8]
Computed, not measured: a molecular structure, C26H44N7OW, with ωB97M-V/def2-TZVPD.

```
79
C26H44N7OW ωB97M-V/def2-TZVPD
W 0.03 0.29 -0.08
C 2.87 2.77 0.16
C 2.65 1.70 1.22
N 1.22 1.35 1.50
C 0.42 2.51 2.00
C -0.31 3.20 0.87
N -1.04 2.22 0.01
C -1.41 2.91 -1.27
C -2.40 2.18 -2.16
C -2.04 0.75 -2.62
N -0.68 0.26 -2.25
C 0.31 0.84 -3.22
C 1.69 0.56 -2.72
N 1.81 1.05 -1.31
C 2.28 2.47 -1.22
H 3.96 2.87 0.07
H 2.53 3.74 0.52
H 3.08 2.05 2.16
H 3.16 0.77 0.98
H 1.27 0.70 2.27
H 1.08 3.22 2.51
H -0.28 2.14 2.74
H 0.37 3.75 0.23
H -1.01 3.94 1.28
H -1.93 2.02 0.47
H -0.48 3.12 -1.80
H -1.84 3.88 -1.02
H -2.54 2.82 -3.03
H -3.37 2.16 -1.67
H -2.13 0.69 -3.71
H -2.75 0.04 -2.22
H -0.71 -0.73 -2.50
H 0.13 1.91 -3.31
H 0.15 0.40 -4.20
H 2.45 1.02 -3.35
H 1.88 -0.51 -2.71
H 2.55 0.49 -0.90
H 1.45 3.13 -1.47
H 3.04 2.62 -1.99
C 0.30 -0.95 3.30
C -0.41 -1.14 2.00
C -0.36 -2.59 1.45
C 0.85 -3.41 1.87
C -2.56 -3.05 1.28
C -3.93 -3.53 1.59
C -2.19 -2.30 -0.01
C -3.01 -2.68 -1.22
C -2.16 -0.74 0.37
C -3.52 -0.10 0.13
C -1.55 -0.42 1.63
C -2.24 0.52 2.59
H -0.14 -1.64 4.03
H 0.20 0.05 3.74
H 1.36 -1.20 3.24
H 0.77 -3.63 2.93
H 1.81 -2.91 1.70
H 0.84 -4.37 1.36
H -4.66 -2.72 1.52
H -3.95 -3.95 2.59
H -4.23 -4.30 0.87
H -4.08 -2.55 -1.03
H -2.85 -3.73 -1.47
H -2.76 -2.09 -2.11
H -4.22 -0.47 0.89
H -3.96 -0.36 -0.83
H -3.54 0.98 0.22
H -3.12 -0.02 2.95
H -2.62 1.45 2.17
H -1.65 0.75 3.47
N 2.56 -3.12 -1.07
C 1.53 -2.38 -0.74
O 1.65 -1.25 -0.18
C 0.13 -2.77 -1.04
C -0.73 -2.59 -0.02
N -1.56 -3.20 2.06
C -0.21 -2.85 -2.42
N -0.42 -2.76 -3.55
H 2.43 -4.04 -1.48
H 3.50 -2.81 -0.89
```

Its expectation value of S² is 2.04. The energy above the lowest of the compared OMol25 structures with the same formula, charge and spin comes out at 26.0 kJ/mol. Its HOMO energy (alpha / beta) is -17.652 / -17.554 eV. As for the total charge: +3. Its spin multiplicity is 3.

Mulliken population analysis, charges in e, atoms 1 to 6: atom 1 (W): 4.018, atom 2 (C): -0.871, atom 3 (C): -0.912, atom 4 (N): -0.919, atom 5 (C): -0.804, atom 6 (C): -0.857

=====

[9]
Computed, not measured: 4 unconnected molecules or ions with the total composition C34H45F3IO19S2, with ωB97M-V/def2-TZVPD.

```
104
C34H45F3IO19S2 ωB97M-V/def2-TZVPD
C 2.57 1.86 1.27
C 1.72 1.32 1.92
C 0.60 0.64 2.53
C -0.20 -0.31 1.59
C -0.99 -1.22 2.60
C -0.28 -2.30 3.37
O 0.80 -2.28 3.85
I -1.57 -4.02 3.81
C 0.65 -1.06 0.55
C 1.86 -1.93 0.91
C 3.11 -1.30 1.45
O 3.45 -1.26 2.59
O 3.90 -0.79 0.44
C 5.23 -0.62 0.75
C 5.70 0.78 0.54
O 5.92 -1.52 1.11
S -0.42 -2.28 -0.25
O 0.08 -2.58 -1.55
O -0.53 -3.42 0.62
O -1.84 -1.62 -0.26
C -1.83 -0.16 -0.47
C -1.23 0.09 -1.87
C -1.88 1.26 -2.58
O -2.88 0.75 -3.47
C -3.48 1.77 -4.23
C -3.55 1.31 -5.68
F -3.74 0.00 -5.80
F -2.42 1.62 -6.35
F -4.56 1.94 -6.32
C -1.26 0.56 0.77
C -2.52 0.83 1.66
C -3.46 1.91 1.11
C -3.62 3.11 2.06
C -3.90 4.41 1.29
S -2.57 5.56 1.44
O -3.07 6.89 1.29
O -1.84 5.29 2.64
O -1.70 5.17 0.19
C -0.64 1.96 0.41
O 0.04 2.05 -0.63
O -0.84 2.85 1.26
H 3.30 2.32 0.65
H -0.09 1.39 2.89
H 0.94 0.11 3.41
H -1.32 -0.56 3.40
H -1.89 -1.65 2.18
H 0.95 -0.34 -0.21
H 2.17 -2.40 -0.02
H 1.62 -2.77 1.55
H 5.36 1.39 1.37
H 5.24 1.17 -0.36
H 6.78 0.79 0.43
H -2.88 0.08 -0.59
H -0.17 0.26 -1.89
H -1.44 -0.79 -2.48
H -2.30 1.96 -1.86
H -1.11 1.80 -3.11
H -2.89 2.69 -4.19
H -4.49 1.93 -3.87
H -3.10 -0.09 1.71
H -2.25 1.09 2.68
H -3.17 2.26 0.12
H -4.46 1.49 0.99
H -2.75 3.21 2.68
H -4.47 2.92 2.70
H -4.78 4.93 1.66
H -4.10 4.19 0.24
H -0.87 4.79 0.54
O -4.21 -2.64 2.17
C -4.58 -3.06 1.11
O -5.53 -2.42 0.38
C -5.85 -3.19 -0.79
C -4.65 -4.10 -1.02
C -4.15 -4.33 0.40
H -6.76 -3.75 -0.59
H -6.04 -2.51 -1.62
H -4.90 -5.01 -1.57
H -3.89 -3.56 -1.59
H -4.65 -5.17 0.88
H -3.08 -4.45 0.47
O 0.71 1.42 -4.24
C 1.06 0.76 -5.16
O 1.31 -0.57 -5.05
C 1.82 -1.09 -6.29
C 1.35 -0.11 -7.36
C 1.34 1.21 -6.58
H 2.91 -1.14 -6.22
H 1.43 -2.10 -6.43
H 1.99 -0.11 -8.24
H 0.34 -0.36 -7.67
H 2.31 1.71 -6.60
H 0.57 1.90 -6.92
O 8.06 -0.01 7.36
C 7.51 -0.52 6.43
O 6.32 -0.08 5.96
C 5.85 -0.94 4.90
C 7.09 -1.64 4.37
C 7.96 -1.73 5.63
H 5.13 -1.65 5.33
H 5.34 -0.35 4.15
H 6.88 -2.60 3.91
H 7.58 -1.01 3.63
H 7.75 -2.62 6.21
H 9.03 -1.66 5.42
```

Its HOMO energy is -6.139 eV. As for the total charge: -1.

Mulliken population analysis, charges in e, atoms 1 to 6: atom 1 (C): -0.335, atom 2 (C): -1.217, atom 3 (C): -0.699, atom 4 (C): 1.044, atom 5 (C): -1.149, atom 6 (C): -0.175